Entry A
ORCA calculation (ωB97M-V/def2-TZVPD) on a molecular structure, C4H6ClNOS.

Atoms and positions in Å:
C  -1.634  -0.521  0.611
O  -0.173  2.974  -0.153
H  2.247  -1.807  -0.583
H  0.884  -1.806  -1.618
S  -1.068  1.910  -0.483
Cl  -2.985  2.335  0.135
H  -0.211  0.792  1.674
H  1.772  0.139  0.533
C  0.989  -0.059  -0.237
H  0.820  -2.036  0.267
H  0.920  0.701  -0.999
C  -0.635  0.444  0.636
N  -2.130  -1.549  0.766
C  1.205  -1.516  -0.549

Results
HOMO-LUMO gap: 10.20 eV
HOMO level: -10.0 eV
total charge: 0

natural (NBO) population analysis, charges in e, atoms 1 to 6: 0.205 -0.905 0.230 0.222 1.293 -0.235

Entry B
ORCA calculation (ωB97M-V/def2-TZVPD) on C4H6ClNOS in the gas phase.

Atoms and positions in Å:
C  -0.102  0.914  1.385
C  -0.450  -0.541  -0.593
Cl  1.893  -1.312  -1.855
C  -0.756  0.247  2.360
H  1.901  0.908  -0.603
N  0.167  0.507  0.079
H  -0.389  -1.655  -2.523
H  0.232  -0.092  -2.673
H  -1.281  -0.698  2.239
H  0.302  1.860  1.611
O  1.000  1.380  -0.578
H  -0.925  0.721  3.303
C  0.171  -0.873  -1.982
S  -1.762  -1.366  -0.169

Results
HOMO-LUMO gap: 8.59 eV
HOMO level: -8.7 eV
total charge: 0

natural (NBO) population analysis, charges in e, atoms 1 to 6: -0.042 0.030 -0.069 -0.423 0.485 -0.140

Energetically preferred structure: entry B | next structure: +0.138 eV

Entry A
ORCA calculation (ωB97M-V/def2-TZVPD) on 13 unconnected molecules or ions with the total composition C39H78O13.

Atoms and positions in Å:
H  8.272  -6.198  -1.932
C  0.004  1.462  -0.245
H  1.731  -5.996  -3.055
H  2.006  0.340  6.819
H  -0.786  6.654  8.832
C  4.909  -7.040  2.908
H  -0.706  8.166  8.070
H  -0.776  -2.967  5.316
C  -2.466  -1.573  5.041
H  3.279  -0.905  -9.058
C  1.424  7.338  -4.643
C  3.851  -0.807  6.718
H  -9.273  1.489  -2.071
C  -4.481  -4.942  -2.121
H  -1.891  -1.591  7.149
C  -9.023  0.435  -2.191
H  5.379  0.453  -10.255
C  -6.475  0.491  -1.723
H  -3.441  8.975  -2.546
H  -5.799  1.265  -2.085
C  -3.636  7.263  -1.228
H  -5.933  3.808  2.020
C  6.934  -3.924  -3.206
H  2.397  -0.545  -1.916
C  -2.940  7.800  -0.001
H  -3.217  -6.052  0.945
H  -4.794  -6.028  0.339
C  -3.499  -5.072  -1.002
H  -3.619  -1.946  6.815
C  8.600  -5.893  -2.926
H  3.157  0.915  5.582
C  -4.226  8.332  -2.148
H  1.016  9.251  -3.823
O  0.255  -8.452  -3.810
H  -0.655  5.995  5.131
H  6.867  0.549  -9.308
C  5.323  -0.779  6.405
H  7.663  -3.126  -3.065
C  -7.150  3.463  3.697
H  5.536  -0.231  5.487
C  3.837  -0.833  -8.124
H  -5.934  -0.447  -1.598
O  -2.901  -0.789  4.236
H  0.577  6.664  6.263
H  2.114  -6.005  -4.778
H  2.283  9.327  -4.931
H  2.946  -8.212  -5.347
H  -0.011  1.964  0.723
C  -1.571  6.743  6.871
H  1.836  6.145  -3.003
O  7.119  -5.648  -4.783
H  5.657  -1.801  6.226
H  3.197  -0.507  -7.304
O  3.265  -1.844  6.922
C  -7.280  3.423  5.224
H  1.302  0.629  -2.620
H  -6.463  2.935  5.755
H  -4.910  8.947  -1.563
H  -2.261  7.104  0.492
H  -6.827  0.604  -0.697
H  3.323  -8.484  -3.718
H  -5.041  3.442  3.504
C  -5.910  3.961  3.099
C  2.521  -8.641  -4.439
C  -7.586  0.327  -2.701
H  0.681  -0.937  -1.887
H  -4.851  7.834  -2.890
C  5.909  0.036  -9.399
H  4.194  -1.809  -7.794
H  1.571  5.247  -4.508
H  3.591  -4.418  2.320
H  5.626  -7.792  2.578
O  -7.381  0.019  -3.887
O  0.583  7.243  -5.474
O  -8.136  3.154  3.045
C  -0.369  6.130  6.174
O  -2.622  -4.198  -0.793
H  -9.159  -0.119  -1.262
C  1.392  -6.339  -4.033
O  4.455  -6.817  0.573
H  -3.484  -7.095  -0.488
H  -9.702  0.124  -2.985
H  6.018  -0.349  7.127
C  -1.386  7.327  8.220
H  6.471  -4.172  -2.251
O  5.289  0.912  -7.310
C  -2.747  -1.366  6.513
H  0.420  -5.867  -4.176
H  2.594  8.598  -3.329
H  -0.180  2.184  -1.041
C  3.057  0.521  6.593
H  -2.284  8.627  -0.271
H  5.437  -6.250  3.442
O  -2.717  6.654  6.400
C  1.306  -7.833  -4.048
H  -3.713  8.208  0.650
C  -1.638  -2.806  4.668
O  -3.621  6.078  -1.517
H  2.640  -5.028  0.975
H  9.468  -5.239  -2.844
H  6.130  -3.629  -3.881
H  -2.308  7.622  8.722
H  3.149  6.175  -4.149
H  4.170  -7.513  3.555
H  -3.009  -0.312  6.606
C  -3.765  -6.167  0.010
H  3.517  1.328  7.164
C  4.200  -6.392  1.696
H  -5.744  5.024  3.274
H  -2.295  -3.675  4.636
C  7.538  -5.188  -3.732
H  -8.188  2.906  5.533
O  2.111  0.363  0.405
H  8.875  -6.848  -3.374
H  2.419  -5.717  2.584
H  -4.440  -5.827  -2.756
H  -0.115  5.158  6.597
H  -4.181  -4.166  -2.826
C  3.158  -5.320  1.888
H  2.185  -9.668  -4.582
C  5.049  0.120  -8.165
H  -5.529  -4.884  -1.826
H  -0.916  0.878  -0.244
H  -7.305  4.416  5.674
C  1.883  8.679  -4.151
H  -1.193  -2.778  3.674
C  1.398  -0.117  -1.831
H  6.103  -0.994  -9.697
C  1.232  0.570  -0.452
C  2.064  6.114  -4.068

Results
HOMO-LUMO gap: 9.52 eV
HOMO level: -9.3 eV
total charge: 0

Mulliken population analysis, charges in e, atoms 1 to 6: 0.299 -1.098 0.220 0.257 0.312 -1.023

Entry B
ORCA calculation (ωB97M-V/def2-TZVPD) on 13 unconnected molecules or ions with the total composition C39H78O13.

Atoms and positions in Å:
H  -5.072  -1.793  -0.567
H  0.498  2.583  -3.608
H  1.079  1.961  5.063
O  0.202  3.905  2.840
O  5.971  -4.985  0.418
H  4.443  0.627  2.376
H  6.716  3.137  0.976
H  4.538  -0.042  0.722
H  2.331  1.522  3.896
H  -3.712  -0.887  0.017
C  -0.557  -5.699  -1.523
H  -0.855  -6.742  -1.432
H  1.278  3.840  -7.159
H  5.070  -4.226  3.075
H  -2.462  3.588  4.188
H  0.846  0.556  3.986
C  0.758  2.374  -4.629
H  3.649  -5.170  2.578
C  -0.524  -4.098  2.597
H  3.140  -4.261  0.044
O  4.431  2.828  0.288
H  -4.445  2.581  -2.839
H  -1.512  -5.899  2.974
H  -2.441  2.109  3.208
H  3.337  -2.196  -2.305
H  6.951  1.443  0.632
H  1.434  -3.232  -5.621
C  2.252  -2.325  -2.391
H  3.630  -1.371  5.913
O  -2.839  -5.283  -1.004
H  -2.727  -0.842  5.269
H  -4.261  -0.121  5.811
O  -3.563  -1.217  2.835
C  0.327  3.311  -6.955
C  2.395  5.043  -3.117
H  0.398  1.380  -4.940
H  -1.937  0.883  0.054
H  3.163  0.951  1.164
H  -1.416  -2.833  -1.950
C  4.230  0.820  1.325
H  1.840  2.361  -4.795
H  -0.661  -3.119  -0.376
H  -2.513  -4.430  3.155
C  6.372  2.131  1.258
C  1.561  4.781  -1.892
H  -6.208  -0.192  3.100
C  4.717  -5.009  2.398
H  -3.149  3.650  -3.471
C  0.125  0.642  0.525
C  -0.131  -2.809  3.169
H  6.569  1.977  2.309
H  -1.505  -0.626  0.981
O  -1.968  0.882  -3.107
H  -2.457  2.175  -5.653
C  -4.462  -0.904  -0.774
O  1.788  0.186  6.691
O  -0.087  -4.483  1.562
C  1.942  -3.199  -3.553
C  -5.240  0.346  -0.719
H  3.100  -1.170  4.220
H  1.829  -1.327  -2.508
H  -2.936  2.882  -1.908
H  -4.170  -1.840  5.421
H  -1.349  -4.815  4.405
H  0.150  -2.126  2.363
H  4.447  -3.237  -0.561
H  1.681  1.907  -0.107
C  -3.363  2.742  -2.895
O  1.870  -4.357  -3.403
H  0.038  2.541  -0.408
H  3.146  5.829  -3.036
H  0.500  2.290  -7.313
H  -0.902  -2.378  3.795
H  0.803  -2.935  3.736
H  -1.010  4.507  0.716
C  -1.211  0.085  0.214
C  -4.167  -0.624  3.682
C  -3.041  1.463  -5.075
H  1.454  4.727  0.223
C  1.882  -2.563  -4.893
H  -1.155  2.389  4.388
C  -6.664  0.258  -1.146
H  4.188  0.010  4.949
C  -1.531  -3.350  -0.985
C  -1.530  -4.877  3.327
C  3.334  -0.652  5.154
H  -7.052  1.241  -1.395
H  -2.772  0.448  -5.360
H  5.230  -5.939  2.651
C  -3.809  -0.836  5.141
C  2.173  0.215  5.604
H  -1.092  -0.456  -0.736
H  -6.721  -0.378  -2.037
H  -2.503  4.537  1.651
C  0.089  3.351  -5.503
O  -0.655  4.118  -5.053
H  1.745  5.257  -3.962
H  -3.989  -1.077  -1.742
C  2.153  5.055  -0.550
O  0.758  0.275  1.453
H  -2.033  3.039  0.898
H  2.874  -2.234  -5.194
H  -4.099  1.605  -5.314
H  3.062  4.449  -0.400
C  -5.282  0.345  3.316
C  -1.750  -4.820  -1.146
O  0.455  4.314  -2.060
H  0.338  -5.533  -0.933
H  -5.006  0.923  2.432
H  2.378  6.108  -0.400
O  -4.751  1.341  -0.360
C  -1.814  2.879  3.692
H  1.253  -1.665  -4.813
H  3.626  -2.931  1.034
C  -0.939  3.578  2.643
C  4.943  2.015  0.894
C  1.571  1.131  4.570
H  0.643  1.242  -1.436
C  -1.624  3.925  1.389
C  5.000  -4.606  0.984
C  -2.742  1.603  -3.609
H  2.937  4.109  -3.332
H  -7.264  -0.199  -0.362
H  -0.318  -5.507  -2.579
C  0.672  1.657  -0.427
H  -2.387  -2.888  -0.482
C  4.030  -3.670  0.334
H  1.922  -2.842  -1.502
H  -0.450  3.820  -7.501
H  -5.468  1.048  4.127

Results
HOMO-LUMO gap: 9.47 eV
HOMO level: -9.1 eV
total charge: 0

Mulliken population analysis, charges in e, atoms 1 to 6: 0.560 -0.554 0.355 -0.595 -0.555 0.010

Energetically preferred structure: entry B | next structure: +1.847 eV

Entry A
ORCA calculation (ωB97M-V/def2-TZVPD) on a molecular structure, C4H5BrCoN.

Atoms and positions in Å:
N  0.268  -0.121  0.174
C  -1.607  -1.216  -0.288
H  -1.768  -0.507  -2.366
H  0.684  0.654  -1.714
C  -0.643  -1.029  0.676
H  -2.435  -1.909  -0.308
Co  3.636  3.256  3.086
H  1.135  0.054  0.661
H  -0.411  -1.431  1.652
Br  2.395  2.604  0.966
C  -1.222  -0.481  -1.434
C  -0.034  0.126  -1.105

Results
2S+1: 4
HOMO-LUMO gap (alpha / beta): 8.28 / 4.09 eV
HOMO level (alpha / beta): -12.4 / -11.5 eV
total charge: +1

natural (NBO) population analysis, charges in e, atoms 1 to 6: -0.523 -0.234 0.273 0.260 0.201 0.270

Entry B
ORCA calculation (ωB97M-V/def2-TZVPD) on a molecular structure, C4H5BrCoN.

Atoms and positions in Å:
Co  6.037  -23.766  -1.275
C  5.952  -27.800  2.594
H  6.523  -25.645  2.040
H  3.921  -25.535  1.656
N  4.481  -26.309  1.985
H  4.720  -29.436  3.028
H  6.931  -28.221  2.767
C  5.827  -26.463  2.156
C  3.824  -27.426  2.449
Br  4.983  -22.876  0.838
H  2.745  -27.413  2.417
C  4.785  -28.384  2.796

Results
2S+1: 4
HOMO-LUMO gap (alpha / beta): 8.14 / 4.48 eV
HOMO level (alpha / beta): -12.7 / -11.9 eV
total charge: +1

natural (NBO) population analysis, charges in e, atoms 1 to 6: 0.814 -0.201 0.272 0.475 -0.520 0.278

Energetically preferred structure: entry A | next structure: +0.146 eV

Entry A
ORCA calculation (ωB97M-V/def2-TZVPD) on 5 unconnected molecules or ions with the total composition C2H14O4.

Atoms and positions in Å:
H  -1.217  -0.454  -1.366
O  1.569  0.572  -2.396
O  0.716  2.120  -0.267
H  -1.516  -2.217  -1.341
H  0.612  2.101  2.659
O  1.476  1.686  2.809
H  1.966  1.783  1.982
H  1.730  -0.495  1.876
H  0.639  1.285  -0.746
H  1.473  0.729  -3.349
H  -2.798  -1.089  -1.759
H  -3.332  -0.994  0.631
H  2.522  0.404  -2.389
H  -2.032  -2.118  0.805
H  1.747  -1.950  2.191
H  0.724  2.777  -0.976
C  -1.931  -1.239  -1.122
C  -2.282  -1.147  0.376
H  -1.745  -0.400  0.946
O  1.678  -1.354  1.436

Results
HOMO-LUMO gap: 11.51 eV
HOMO level: -11.1 eV
total charge: 0

natural (NBO) population analysis, charges in e, atoms 1 to 6: 0.203 -0.945 -0.969 0.207 0.483 -0.962

Entry B
ORCA calculation (ωB97M-V/def2-TZVPD) on 5 unconnected molecules or ions with the total composition C2H14O4.

Atoms and positions in Å:
C  -2.699  -0.950  2.947
H  -3.425  -1.420  0.733
H  -1.984  -0.211  2.563
H  -4.553  -1.844  1.969
O  2.609  4.083  -2.059
H  4.060  0.101  -0.465
O  1.137  -0.570  -3.239
C  -3.785  -1.120  1.702
H  2.041  -0.500  -2.916
H  -2.187  -1.932  2.923
H  0.148  -1.079  -0.325
H  2.301  4.926  -2.423
O  3.941  -0.549  -1.166
H  4.731  -1.096  -1.158
O  0.815  -0.469  0.025
H  -3.354  -0.758  3.820
H  -4.298  -0.170  1.609
H  2.504  4.301  -1.119
H  0.546  0.021  -2.768
H  1.452  -0.764  -0.655

Results
HOMO-LUMO gap: 11.75 eV
HOMO level: -11.2 eV
total charge: 0

natural (NBO) population analysis, charges in e, atoms 1 to 6: -0.618 0.198 0.215 0.195 -0.926 0.481

Energetically preferred structure: entry A | next structure: +0.618 eV